A molecular structure, C27H35BF2MgN7. Source: the Open Molecules 2025 dataset; level of theory: ωB97M-V/def2-TZVPD.

Structure (XYZ):
```
73
C27H35BF2MgN7 ωB97M-V/def2-TZVPD
H 2.220 -1.805 -0.174
H 1.913 -5.564 -2.183
H -2.779 -5.916 -2.987
C -2.657 -3.996 -2.006
C 5.664 0.664 2.898
N 2.254 0.004 1.880
H 5.081 3.651 1.387
H 3.222 3.895 -1.547
H -0.353 -6.344 -2.872
C 3.631 2.089 1.506
H 3.318 -3.826 -1.094
H 6.838 2.410 2.586
N -2.379 -1.875 -0.869
B 1.867 0.610 -1.501
C 0.568 3.796 -1.009
H -1.478 -1.280 1.133
C -3.316 2.656 -2.271
C 1.473 -4.666 -1.766
Mg 0.181 0.633 0.005
C 2.661 4.698 -2.021
C -0.457 -3.292 -1.313
C -0.779 -5.436 -2.463
C -1.596 0.312 2.495
H 0.730 4.912 -2.721
C 4.868 2.650 1.739
N -0.887 -0.544 1.516
F 1.742 0.052 -2.731
H 1.146 2.964 -0.608
F 3.028 1.358 -1.470
C -1.233 2.066 -1.070
H 0.678 4.671 -0.364
H 1.649 3.466 -4.245
H -3.297 -1.620 -1.198
H -2.897 0.743 -1.505
H -0.107 -1.000 1.979
C -0.850 3.396 -1.305
C 5.876 1.942 2.426
H 2.052 2.312 -2.934
H -3.555 4.708 -2.892
C 0.073 -4.477 -1.853
N 0.325 -2.346 -0.694
H -0.855 2.641 1.373
H 2.862 2.623 0.961
H 0.340 2.612 -3.363
C 2.578 -1.106 2.490
C 4.405 0.116 2.658
H -2.449 0.767 1.990
C -2.115 -5.196 -2.526
C 1.334 3.042 -3.295
H 0.597 2.796 2.101
C -2.501 1.749 -1.604
H 1.939 -1.973 2.601
H -1.158 2.041 3.692
N 1.291 4.172 -2.300
H 6.435 0.124 3.431
H -1.980 -0.265 3.336
H 3.122 4.978 -2.963
H -4.270 2.339 -2.675
H -1.730 -1.106 -0.937
C -1.673 4.346 -1.921
C -0.643 1.388 2.988
H -1.362 5.387 -2.013
H 2.577 5.557 -1.362
N -0.105 2.120 1.821
C 3.405 0.794 1.976
C 1.614 -2.573 -0.646
H 4.278 -1.868 3.480
C 2.244 -3.721 -1.170
H 0.197 0.929 3.509
C -1.860 -3.060 -1.417
N 3.846 -1.113 2.976
H -3.723 -3.810 -2.084
C -2.914 3.981 -2.411
```

The calculation puts the energy relative to the best compared isomer or geometry (same formula, charge and spin) at 217.02 kJ/mol. As for the spin multiplicity: 1. As for the net charge: +1. Its HOMO energy is -9.91 eV.

In the Löwdin picture, each atom carries the following charge in e:
1 H 0.076
2 H 0.123
3 H 0.109
4 C -0.025
5 C -0.007
6 N 0.103
7 H 0.102
8 H 0.098
9 H 0.114
10 C -0.025
11 H 0.110
12 H 0.107
13 N 0.101
14 B -0.605
15 C -0.110
16 H 0.064
17 C -0.084
18 C -0.002
19 Mg 0.572
20 C 0.020
21 C -0.149
22 C -0.042
23 C -0.214
24 H 0.161
25 C -0.076
26 N -0.019
27 F 0.100
28 H 0.066
29 F 0.045
30 C -0.137
31 H 0.137
32 H 0.115
33 H 0.093
34 H 0.063
35 H 0.062
36 C -0.312
37 C -0.076
38 H 0.061
39 H 0.105
40 C -0.150
41 N 0.118
42 H 0.074
43 H 0.087
44 H 0.112
45 C -0.175
46 C -0.190
47 H 0.121
48 C -0.069
49 C 0.034
50 H 0.088
51 C -0.125
52 H 0.131
53 H 0.118
54 N -0.158
55 H 0.115
56 H 0.119
57 H 0.108
58 H 0.104
59 H 0.039
60 C -0.069
61 C -0.231
62 H 0.111
63 H 0.105
64 N -0.008
65 C -0.227
66 C -0.153
67 H 0.162
68 C -0.037
69 H 0.106
70 C -0.245
71 N 0.133
72 H 0.114
73 C -0.083

---

A molecular structure, C50H67BaN8O9P2S2SeSi2 in a non-equilibrium geometry. Source: the Open Molecules 2025 dataset; level of theory: ωB97M-V/def2-TZVPD.

Structure (XYZ):
```
142
C50H67BaN8O9P2S2SeSi2 ωB97M-V/def2-TZVPD
C -2.753 -1.854 -5.637
C -2.143 3.831 1.494
H -1.944 -3.083 4.819
H 1.326 -3.898 -1.950
H 4.170 -5.299 -0.139
H -1.154 1.525 -5.068
C 0.723 4.848 1.357
C -0.802 2.142 -4.252
H -3.385 -0.287 5.960
C 4.325 -4.910 -1.152
N 0.073 4.050 0.333
H 3.598 -3.451 -3.813
H -1.675 2.132 4.225
H -1.015 0.580 -2.796
H -3.583 0.138 -5.572
H -0.494 -4.882 0.530
H -7.332 2.930 1.970
H -6.717 3.060 -2.257
H 3.372 -1.760 -3.373
N 2.152 2.977 2.035
P -0.419 -1.902 -4.294
H -0.704 -3.336 3.578
C -6.698 2.705 1.125
H 1.481 -4.620 -4.862
H -1.568 5.373 0.140
H -1.791 -0.968 7.714
H 2.853 6.254 2.222
N -0.055 -0.370 2.809
H 5.400 -4.929 -1.357
H 5.211 -0.962 3.057
H 1.073 -5.151 -7.268
C -7.141 3.053 -0.158
H -4.760 -1.164 -5.286
Ba -0.715 0.167 0.458
H -2.886 -2.817 -5.137
H 4.883 5.370 3.359
H -3.596 -0.714 -4.020
H -5.641 -2.326 1.092
H -4.075 2.693 4.575
C 4.248 3.328 3.146
N 3.272 -0.219 -1.071
C 0.853 -3.974 -5.481
C 2.018 4.297 1.910
S 1.212 -0.857 -4.580
H 6.525 -0.459 1.993
C 7.117 -3.566 0.754
C -5.118 2.177 -1.111
O -2.895 0.965 1.502
H -4.621 -0.875 1.175
C 0.142 3.539 -2.106
O -2.630 0.963 -0.702
Si 3.611 -3.154 -1.332
H 1.488 -3.879 -0.186
S -1.470 -2.009 -2.616
H -5.251 4.015 2.800
H -2.257 -4.758 0.723
N -8.409 3.679 -0.322
H 6.540 -0.114 -0.238
H 6.306 2.167 -1.179
C -0.701 1.600 -2.979
H 3.424 -3.841 1.893
C -4.200 3.770 2.708
H -4.937 -1.645 -0.394
C -3.309 1.210 0.336
H -2.620 0.070 3.625
H 4.480 -3.673 3.291
C -1.436 -0.827 6.699
O -1.398 -1.418 -5.523
C -1.704 -3.631 3.907
H -0.329 -5.597 -6.271
H 0.614 -1.291 7.177
C 4.465 -3.896 2.221
H 3.324 1.438 2.707
C -1.356 4.296 0.282
C 2.990 5.187 2.358
C 4.119 4.695 2.992
O -1.163 -2.990 0.954
H -5.107 1.809 2.255
P -2.376 -2.258 1.747
H 4.990 -2.474 -3.301
C 3.246 2.514 2.632
H -1.760 3.770 -0.589
H 2.190 1.268 -1.969
C 3.926 -2.666 -3.125
C 0.359 -0.865 5.081
H 6.891 -4.570 0.381
O -2.693 -3.397 2.900
H 6.784 -1.742 3.185
C -0.585 -0.486 4.052
H 1.464 -3.147 -5.841
C -1.369 -4.268 0.326
C -1.933 -0.264 4.391
C -3.555 3.035 3.691
H -0.375 -4.115 -7.242
H 0.624 5.388 -1.192
H 0.046 4.929 2.204
N 1.635 -1.058 4.691
C 5.582 0.239 -0.599
Se 1.690 -0.763 2.922
C -2.344 -0.447 5.703
C 4.575 -2.033 -0.217
H 4.805 -4.927 2.079
C -4.767 -1.830 0.667
H 1.767 4.073 -0.853
H 3.836 -5.596 -1.850
C -4.665 1.830 0.166
C -0.098 -1.021 6.406
H 0.912 5.871 0.985
C 4.477 -0.654 -0.596
C 6.063 -1.324 2.477
C 5.453 1.498 -1.138
O -9.088 3.929 0.694
H -1.694 -4.702 4.119
C -6.346 2.782 -1.281
C 0.062 4.165 -3.343
C -2.219 2.722 3.495
O -3.633 -2.683 0.807
H 4.091 2.882 -2.101
C -3.488 4.172 1.594
N -0.225 2.267 -1.928
C 0.701 4.314 -0.942
H 7.807 -3.665 1.598
C 1.746 -3.343 -1.104
H -4.475 1.959 -1.955
C 4.221 1.907 -1.649
C -5.472 2.093 1.276
H 0.357 5.202 -3.443
H -1.470 -4.120 -0.748
O -8.792 3.963 -1.474
H 7.636 -3.029 -0.047
H 5.106 2.890 3.640
Si 5.513 -2.652 1.234
N -1.526 3.114 2.429
C -0.405 3.451 -4.438
O -0.201 -3.484 -4.660
C -3.736 -0.831 -5.092
H -3.977 4.723 0.797
H -2.924 -1.995 -6.707
C 0.268 -4.760 -6.640
H -0.458 3.918 -5.414
C 3.171 1.004 -1.578
H 1.224 -2.377 -1.090
```

Its expectation value of S² is 0.770. The calculation puts the energy relative to the best compared isomer or geometry (same formula, charge and spin) at 161.18 kJ/mol. As for the spin multiplicity: 2. As for the net charge: -2. Its HOMO energy (spin up / spin down) is -0.66 / -1.60 eV.

Results of the Löwdin charge analysis, in e, for atoms 1 through 99:
1 C -0.337
2 C -0.263
3 H 0.067
4 H 0.025
5 H 0.004
6 H 0.097
7 C -0.152
8 C -0.059
9 H 0.111
10 C -0.195
11 N -0.147
12 H 0.011
13 H 0.093
14 H 0.012
15 H 0.070
16 H 0.081
17 H 0.101
18 H 0.097
19 H -0.058
20 N 0.144
21 P -0.141
22 H 0.076
23 C -0.027
24 H 0.107
25 H 0.135
26 H 0.101
27 H 0.106
28 N -0.490
29 H 0.014
30 H 0.002
31 H 0.067
32 C -0.181
33 H 0.071
34 Ba 1.745
35 H 0.093
36 H 0.100
37 H 0.035
38 H 0.086
39 H 0.104
40 C -0.067
41 N 0.079
42 C -0.336
43 C -0.257
44 S 0.308
45 H 0.007
46 C -0.205
47 C -0.025
48 O -0.270
49 H 0.062
50 C -0.286
51 O -0.319
52 Si 0.439
53 H 0.007
54 S 0.285
55 H 0.110
56 H 0.078
57 N -0.445
58 H 0.087
59 H 0.087
60 C -0.167
61 H 0.006
62 C -0.098
63 H 0.098
64 C -0.713
65 H 0.086
66 H 0.012
67 C -0.086
68 O -0.389
69 C -0.122
70 H 0.070
71 H 0.109
72 C -0.198
73 H 0.039
74 C -0.124
75 C -0.035
76 C -0.081
77 O -0.421
78 H 0.100
79 P 0.793
80 H 0.028
81 C -0.143
82 H 0.126
83 H 0.076
84 C -0.196
85 C -0.388
86 H 0.002
87 O -0.319
88 H 0.016
89 C -0.395
90 H 0.058
91 C -0.116
92 C -0.070
93 C -0.069
94 H 0.071
95 H 0.119
96 H 0.120
97 N -0.190
98 C -0.072
99 Se 1.170

---

A molecular structure, C16H23IrN3O5S in a non-equilibrium geometry. Source: the Open Molecules 2025 dataset; level of theory: ωB97M-V/def2-TZVPD.

Structure (XYZ):
```
49
C16H23IrN3O5S ωB97M-V/def2-TZVPD
C -0.926 1.176 2.422
C -0.149 2.225 1.967
O 0.215 1.537 -0.417
H 0.261 0.578 -3.645
H 2.590 -1.413 -0.916
H 1.264 3.933 -0.672
H 2.462 -3.298 0.738
H 1.630 -2.219 1.886
H -4.599 -2.804 2.619
H 1.806 5.545 1.104
C 0.247 3.195 2.962
C -3.103 -1.505 2.127
C -0.704 -1.312 -3.243
S -2.908 -2.252 0.529
H 0.207 -3.567 -2.931
H -1.181 1.201 3.475
C -0.554 1.912 -1.646
C 0.311 2.548 0.649
C 0.394 -3.641 -0.791
C 0.984 3.716 0.349
O -1.160 0.782 -2.109
N -1.505 0.116 1.767
H -0.035 2.996 3.984
H -1.445 0.502 -4.143
O 1.458 -0.158 0.290
C 0.679 -2.972 -2.148
O 0.497 -2.772 0.332
H 1.229 5.006 3.457
C 1.507 0.887 -0.616
O 0.186 -1.632 -2.177
C 1.296 4.628 1.344
C 0.946 4.328 2.668
C 1.785 -2.445 0.828
H 1.756 -2.939 -2.345
C 2.402 -1.220 0.143
H 3.340 -0.948 0.635
H -4.114 -1.713 3.882
H 1.056 -4.505 -0.671
H -1.707 -1.696 -3.030
Ir -0.983 -0.903 -0.093
N -3.999 -2.063 2.943
H -0.646 -3.979 -0.757
H -1.305 2.624 -1.277
H 2.315 1.605 -0.402
H 0.115 2.389 -2.372
H 1.579 0.527 -1.653
C -0.731 0.207 -3.367
N -2.422 -0.471 2.506
H -0.342 -1.735 -4.184
```

Its expectation value of S² is 8.798. The calculation puts the energy relative to the best compared isomer or geometry (same formula, charge and spin) at 197.78 kJ/mol. As for the spin multiplicity: 6. As for the net charge: +2. Its HOMO energy (spin up / spin down) is -12.02 / -14.89 eV.

In the Löwdin picture, each atom carries the following charge in e:
1 C -0.044
2 C -0.130
3 O -0.134
4 H 0.140
5 H 0.127
6 H 0.134
7 H 0.150
8 H 0.149
9 H 0.116
10 H 0.123
11 C 0.008
12 C -0.785
13 C -0.153
14 S 0.611
15 H 0.143
16 H 0.127
17 C -0.090
18 C -0.131
19 C -0.148
20 C -0.011
21 O -0.123
22 N -0.168
23 H 0.127
24 H 0.154
25 O -0.137
26 C -0.135
27 O -0.258
28 H 0.125
29 C -0.112
30 O -0.245
31 C -0.022
32 C -0.036
33 C -0.128
34 H 0.135
35 C -0.112
36 H 0.153
37 H 0.135
38 H 0.148
39 H 0.143
40 Ir 1.134
41 N 0.163
42 H 0.119
43 H 0.182
44 H 0.177
45 H 0.171
46 H 0.154
47 C -0.100
48 N 0.004
49 H 0.151

---

2 unconnected molecules or ions with the total composition C5H14NO in a non-equilibrium geometry. Source: the Open Molecules 2025 dataset; level of theory: ωB97M-V/def2-TZVPD.

Structure (XYZ):
```
21
C5H14NO ωB97M-V/def2-TZVPD
H 0.073 2.601 -1.915
H 0.821 -2.164 0.609
H -0.374 1.865 -3.479
C 1.164 -0.238 1.690
C 0.205 -1.266 1.102
H 0.710 0.561 2.256
H -2.285 -1.247 -1.548
O -0.318 2.018 -2.475
N -0.994 0.621 -0.002
H 1.552 -0.883 2.467
C -1.695 -1.601 -0.743
H 2.988 -0.401 0.432
C 2.299 0.406 0.897
H 0.054 0.922 0.105
H 3.114 0.980 1.455
H -1.451 0.830 -0.944
C -0.913 -0.838 0.140
H -1.885 1.015 0.442
H -1.738 -2.692 -0.611
H -0.369 -1.755 1.963
H 1.932 1.094 0.063
```

The calculation puts the energy relative to the best compared isomer or geometry (same formula, charge and spin) at 365.54 kJ/mol. As for the spin multiplicity: 1. As for the net charge: +1. Its HOMO energy is -13.91 eV.

In the Löwdin picture, each atom carries the following charge in e:
1 H -0.019
2 H 0.175
3 H 0.131
4 C -0.301
5 C -0.161
6 H 0.107
7 H 0.057
8 O -0.048
9 N 0.165
10 H 0.112
11 C 0.125
12 H 0.109
13 C -0.106
14 H 0.159
15 H 0.105
16 H 0.151
17 C -0.281
18 H 0.215
19 H 0.088
20 H 0.146
21 H 0.071

---

C4H8O2 in the gas phase. Source: the Open Molecules 2025 dataset; level of theory: ωB97M-V/def2-TZVPD.

Structure (XYZ):
```
14
C4H8O2 ωB97M-V/def2-TZVPD
C 1.340 0.852 0.610
H -1.716 0.579 -0.671
H -1.424 -2.359 1.404
C -0.949 -1.877 0.535
H 2.003 0.220 1.206
C 0.307 0.011 -0.114
H 1.944 1.412 -0.111
H 0.795 -0.732 -0.751
O -0.390 -0.728 0.923
H -0.558 1.909 -0.775
C -0.688 0.835 -0.942
H 0.850 1.567 1.279
H -0.575 0.642 -2.012
O -0.940 -2.330 -0.581
```

The calculation puts the energy relative to the best compared isomer or geometry (same formula, charge and spin) at 49.77 kJ/mol. As for the SMILES: CC(C)OC=O. As for the spin multiplicity: 1. Its HOMO energy is -10.67 eV.

In the Löwdin picture, each atom carries the following charge in e:
1 C -0.049
2 H 0.085
3 H 0.146
4 C -0.350
5 H 0.083
6 C -0.403
7 H 0.088
8 H 0.136
9 O -0.023
10 H 0.077
11 C -0.030
12 H 0.087
13 H 0.084
14 O 0.070

---

A molecular structure, C4H7NO in a non-equilibrium geometry. Source: the Open Molecules 2025 dataset; level of theory: ωB97M-V/def2-TZVPD.

Structure (XYZ):
```
13
C4H7NO ωB97M-V/def2-TZVPD
H -1.830 -1.011 -0.377
H -2.024 0.678 -0.969
C -1.410 -0.002 -0.360
H 0.405 1.046 -0.860
C 0.040 0.031 -0.610
C -1.015 0.498 1.069
O 3.068 -1.398 -0.150
N 0.813 -0.942 -0.260
H 0.063 0.234 1.155
H -1.192 1.562 1.230
H 2.309 0.182 -1.176
C 2.156 -0.702 -0.517
H -1.383 -0.175 1.826
```

The calculation puts the energy relative to the best compared isomer or geometry (same formula, charge and spin) at 265.86 kJ/mol. As for the spin multiplicity: 1. Its HOMO energy is -9.74 eV.

In the Löwdin picture, each atom carries the following charge in e:
1 H 0.116
2 H 0.114
3 C -0.146
4 H 0.143
5 C -0.250
6 C -0.076
7 O 0.049
8 N 0.052
9 H 0.079
10 H 0.090
11 H 0.119
12 C -0.378
13 H 0.088